1) Computed, not measured: C7H12 as an isolated structure, with wB97M-V/def2-TZVPD.

Each line ends with the Mulliken charge.
Geometry (Å):
H1 -0.68181 3.12855 -0.26379  0.234
H2 1.31131 -1.82223 1.96356  0.314
H3 0.33241 -0.03892 1.46981  0.366
C1 0.00074 -0.29098 -0.89699  -0.562
H4 0.49017 -0.09616 -1.84379  0.215
H5 0.22124 -2.73205 0.88527  0.255
C2 -1.99430 1.33575 0.06070  -0.643
H6 2.38848 -0.77023 -0.05519  0.193
H7 -2.22502 1.63679 1.08048  0.232
H8 -2.81785 0.85833 -0.46545  0.247
C3 -1.06580 2.23292 -0.74771  -0.671
H9 1.43503 1.03284 0.47059  0.354
C4 -0.61456 0.91355 -0.25792  0.956
H10 1.94698 -3.06833 0.88310  0.357
H11 -1.27314 2.34635 -1.80944  0.247
C5 1.20792 -2.25516 0.95196  -1.004
C6 1.52002 -1.41352 -0.25609  -0.424
C7 0.53050 0.43474 0.51418  -0.920
H12 -0.63521 -1.17035 -0.88347  0.254

## Properties
* net charge: 0
* 2S+1: 1
* HOMO energy: -7.0 eV
* HOMO-LUMO gap: 8.08 eV


2) Computed, not measured: one molecule with the formula C7H12, with wB97M-V/def2-TZVPD.

Each line ends with the Mulliken charge.
Geometry (Å):
H1 1.53250 -1.78105 1.07334  0.281
C1 1.06353 -1.91741 0.09336  -0.978
H2 -2.31007 0.29221 0.13517  0.220
H3 -1.05178 1.86372 0.93104  0.331
H4 1.67890 -2.53298 -0.54295  0.338
C2 -1.90322 -0.86326 -1.55072  -0.765
C3 0.99258 -0.53824 -0.59504  -0.820
C4 -1.47922 0.04713 -0.57083  -0.548
C5 1.05075 1.82979 1.69433  -1.129
H5 -2.30442 -1.74268 -1.07202  0.267
H6 0.86214 -0.64460 -1.68037  0.354
H7 0.06456 -2.28408 0.35977  0.304
H8 1.49343 2.72023 1.25922  0.319
H9 1.91409 0.03083 -0.69806  0.473
C6 -0.08023 1.37947 0.81666  -0.279
H10 1.86447 1.10000 1.52399  0.291
C7 -0.15661 0.35377 -0.09381  0.699
H11 0.74611 1.72135 2.74248  0.314
H12 -1.80134 -0.58648 -2.58952  0.327

## Properties
* structure (SMILES): C=C/C(=C/C)CC
* net charge: 0
* 2S+1: 1
* HOMO energy: -7.1 eV
* HOMO-LUMO gap: 7.23 eV


3) Computed, not measured: a 2-piece molecular cluster, C7H12 overall, with wB97M-V/def2-TZVPD.

Each line ends with the Mulliken charge.
Geometry (Å):
C1 -0.76550 1.27212 -1.47703  -0.642
H1 -0.08135 -1.49745 -2.90912  0.339
H2 1.40042 0.85188 0.40059  0.242
C2 0.04523 0.54445 -2.24102  -0.005
H3 -0.92330 2.33221 -1.65720  0.251
H4 2.02001 0.57625 2.03508  0.351
H5 2.03983 -0.74949 0.84692  0.234
H6 -1.30504 0.82803 -0.64153  0.168
H7 1.37975 -1.12912 -1.99470  0.241
H8 -1.85435 0.82512 1.63909  0.140
H9 -0.17166 -1.29570 -1.14413  0.168
H10 -1.15808 0.57762 3.30836  0.215
C3 -1.14894 0.26064 2.25984  -0.558
C4 0.11822 -0.27850 1.66018  0.243
C5 1.47131 0.11333 1.20692  -0.953
H11 0.56470 1.02706 -3.07007  0.291
C6 0.30406 -0.92281 -2.05770  -0.844
H12 -1.13648 -2.18106 1.92754  0.372
C7 -0.79883 -1.15459 1.90799  -0.254

## Properties
* structure (SMILES): CC1=CC1.C=CC
* net charge: 0
* 2S+1: 1
* HOMO energy: -9.1 eV
* HOMO-LUMO gap: 10.21 eV


4) Computed, not measured: C7H12 as an isolated structure, with wB97M-V/def2-TZVPD.

Each line ends with the Mulliken charge.
Geometry (Å):
H1 1.70446 -0.03466 -1.24416  0.240
C1 -0.44760 0.47224 -2.00410  -0.377
H2 1.10987 -1.80270 3.46804  0.296
H3 0.04957 -0.87972 -0.49408  0.471
C2 1.08308 -0.79426 3.04588  -1.092
H4 -1.14718 -0.19412 -2.53695  0.299
C3 -0.39621 0.12141 -0.53990  -1.052
H5 1.84638 -0.73759 2.25819  0.233
H6 1.13715 -0.48904 -3.15868  0.267
C4 -1.63854 0.15768 0.32753  -0.455
C5 -1.08625 -0.19787 1.64311  -0.404
C6 1.05215 0.28533 -2.37171  -0.877
H7 -0.83666 1.49405 -2.14716  0.293
H8 -2.38215 -0.55781 -0.03859  0.308
H9 1.44462 1.21435 -2.82306  0.286
H10 -2.08337 1.15844 0.30811  0.301
C7 -0.19318 -0.48280 2.40405  0.496
H11 0.35667 0.79385 -0.11326  0.469
H12 1.35091 -0.07567 3.82542  0.298

## Properties
* net charge: 0
* 2S+1: 1
* HOMO energy: -9.2 eV
* HOMO-LUMO gap: 10.24 eV


Least stable = 1)


1) Computed, not measured: one molecule with the formula C7H12, with wB97M-V/def2-TZVPD.

Each line ends with the Mulliken charge.
Geometry (Å):
C1 -0.29033 2.74676 0.38824  -1.412
H1 -0.92466 3.24913 1.10863  0.380
C2 0.92199 -0.85744 -0.32014  -0.486
H2 1.98534 0.78348 0.50609  0.368
H3 -1.06004 -3.49188 -0.74609  0.338
C3 -0.79785 0.70226 1.64530  -1.073
H4 -0.42369 -2.86598 -2.23024  0.283
H5 1.22140 1.03611 -1.02603  0.316
H6 0.62891 -3.47570 -0.98024  0.367
H7 -0.67727 -0.34892 1.87058  0.339
C4 -0.24038 -2.90274 -1.16125  -1.358
C5 -0.19011 -1.52712 -0.56211  0.070
H8 1.90269 -1.31143 -0.42824  0.298
H9 -0.90333 2.91195 -0.51559  0.288
H10 -1.58529 1.20720 2.18604  0.286
C6 1.04361 0.63998 -0.03058  -0.648
H11 -1.16952 -1.05959 -0.53488  0.405
C7 -0.07376 1.30759 0.71734  0.910
H12 0.63227 3.25634 0.11317  0.328

## Properties
* structure (SMILES): C=C(C)C/C=C/C
* net charge: 0
* 2S+1: 1
* HOMO energy: -8.9 eV
* HOMO-LUMO gap: 10.04 eV


2) Computed, not measured: a 2-piece molecular cluster, C7H12 overall, with wB97M-V/def2-TZVPD.

Each line ends with the Mulliken charge.
Geometry (Å):
H1 -1.82503 2.96620 2.32182  0.218
H2 1.72417 -2.42711 -0.03523  0.337
H3 1.76373 -0.75815 0.53322  0.460
C1 1.67288 -1.38373 -0.36628  -1.549
H4 -1.77328 0.05772 1.34109  0.353
C2 -0.20652 0.24888 -1.26966  -0.267
H5 -1.21117 2.54080 2.30830  -0.167
C3 -0.82145 -0.38294 0.99011  -0.578
C4 0.12389 0.76890 1.12950  -0.635
C5 -0.91328 -0.81670 -0.46492  -0.271
H6 1.29418 1.67376 -0.44363  0.358
H7 2.55216 -1.18104 -0.98820  0.337
H8 -0.60367 -1.18020 1.71158  0.360
H9 -0.57916 0.57183 -2.23803  0.363
H10 -0.36405 2.17893 -0.26101  0.354
C6 0.28427 1.28309 -0.26732  -0.583
H11 -1.81773 -1.29702 -0.82838  0.363
C7 0.39784 -1.12507 -1.13922  0.127
H12 0.30222 -1.73814 -2.03374  0.422

## Properties
* net charge: 0
* 2S+1: 1
* HOMO energy: -8.4 eV
* HOMO-LUMO gap: 8.63 eV


3) Computed, not measured: one molecule with the formula C7H12, with wB97M-V/def2-TZVPD.

Each line ends with the Mulliken charge.
Geometry (Å):
H1 -0.29716 1.04168 -0.05234  0.336
H2 4.44525 0.61254 0.69367  0.287
H3 -2.65768 1.83013 0.38144  0.314
H4 -2.99231 0.32926 1.25350  0.315
C1 -0.65607 0.01238 -0.18361  -0.668
C2 -2.99960 0.79510 0.26063  -1.243
H5 0.05580 -1.77900 -1.19905  0.299
C3 1.67141 -0.62915 -0.43590  -0.280
C4 3.74472 -0.09026 1.15670  -1.230
C5 -2.08914 0.03330 -0.70040  -0.332
H6 0.37157 -0.28892 -2.07928  0.300
H7 -0.62964 -0.44790 0.81270  0.330
H8 -2.45512 -0.99474 -0.82808  0.303
H9 3.35228 0.37672 2.06810  0.273
H10 -4.03559 0.82193 -0.09029  0.363
C6 0.35194 -0.72921 -1.07361  -0.631
H11 -2.11875 0.50123 -1.69401  0.304
H12 4.30261 -0.98379 1.45420  0.293
C7 2.63549 -0.41130 0.25563  0.667

## Properties
* structure (SMILES): CC#CCCCC
* net charge: 0
* 2S+1: 1
* HOMO energy: -9.3 eV
* HOMO-LUMO gap: 10.39 eV


4) Computed, not measured: a 2-piece molecular cluster, C7H12 overall, with wB97M-V/def2-TZVPD.

Each line ends with the Mulliken charge.
Geometry (Å):
C1 0.51855 -0.93958 1.23154  -0.212
H1 2.28359 -0.55227 0.10344  0.286
H2 -0.06222 -1.74208 1.68880  0.275
H3 0.98514 1.31810 -3.15742  0.330
C2 -1.92408 -0.30033 -0.42234  -0.227
H4 -0.15776 0.69294 2.45410  0.305
H5 2.24315 1.24259 -1.90232  0.269
C3 -1.49842 0.48694 0.79687  -0.428
H6 -1.90456 -0.42951 -1.49002  0.390
C4 -2.36871 -0.73926 0.71848  -0.558
H7 1.85027 -2.32752 0.38030  0.240
H8 0.55374 1.19546 0.92148  0.252
H9 0.60704 1.79589 -1.47721  0.203
H10 -2.93415 -1.47080 1.26181  0.386
C5 1.17689 1.10464 -2.10334  -0.976
H11 0.87045 0.08207 -1.87206  0.184
H12 -1.99243 1.44415 0.98933  0.391
C6 -0.08076 0.42912 1.38762  -0.279
C7 1.60484 -1.28052 0.54296  -0.831

## Properties
* structure (SMILES): C=CCC1C=C1.C
* net charge: 0
* 2S+1: 1
* HOMO energy: -9.5 eV
* HOMO-LUMO gap: 10.64 eV


Least stable = 2)


1) Computed, not measured: one molecule with the formula C7H12, with wB97M-V/def2-TZVPD.

Each line ends with the Mulliken charge.
Geometry (Å):
H1 1.13818 0.78483 1.68941  0.188
H2 -0.23113 -1.78777 0.27120  0.295
C1 1.59068 1.44474 -1.42443  -0.666
C2 0.79444 -0.22313 1.00399  -1.001
H3 -0.50762 -0.90063 -1.61916  0.299
C3 0.23090 1.01649 -0.80061  0.257
C4 1.38188 0.25477 -0.38234  -0.123
C5 -1.81643 -0.67947 1.32274  -1.024
H4 -2.39688 0.34359 1.55588  0.242
H5 -1.18996 -1.17492 2.27134  0.252
H6 2.07686 0.72974 -2.31004  0.178
C6 -0.59808 -0.78031 0.42666  0.438
C7 -0.74304 -0.11768 -0.94733  -1.099
H7 1.94340 2.36712 -1.19565  0.359
H8 1.14527 -1.08043 1.50054  0.484
H9 -0.13018 1.69121 -0.12497  0.247
H10 1.77779 -0.52572 -1.11598  0.092
H11 -1.85429 0.16940 -1.18078  0.291
H12 -2.61179 -1.53182 1.05954  0.293

## Properties
* structure (SMILES): CC1C[C@@H]2C[C@H]2C1
* net charge: 0
* 2S+1: 1
* HOMO energy: -8.4 eV
* HOMO-LUMO gap: 9.56 eV


2) Computed, not measured: a 2-piece molecular cluster, C7H12 overall, with wB97M-V/def2-TZVPD.

Each line ends with the Mulliken charge.
Geometry (Å):
H1 1.78813 0.49813 -1.20292  0.312
H2 -1.28210 3.79767 -0.58156  0.284
H3 -0.38007 0.29692 -1.48197  0.116
C1 -0.83917 -2.01448 0.11084  -0.995
C2 1.25660 -0.53109 0.68772  -0.408
H4 3.11454 -0.27750 -0.44567  0.389
H5 1.45597 0.39419 1.21095  0.290
H6 -0.28052 -2.85931 0.57316  0.307
C3 2.05702 -0.38080 -0.59952  -1.258
C4 -1.43433 2.83611 -0.11989  -0.985
H7 -1.85495 -2.08281 0.52104  0.387
H8 -2.37974 2.73156 0.38595  0.231
H9 1.85059 -1.24588 -1.23467  0.301
H10 -1.92864 0.61022 0.93527  0.265
C5 -0.24958 -0.67277 0.56420  0.196
C6 -0.68025 1.72714 -0.22252  0.153
H11 -0.84218 -2.07742 -0.97614  0.257
C7 -0.97397 0.50549 0.44878  -0.291
H12 1.60265 -1.25537 1.42696  0.447

## Properties
* net charge: 0
* 2S+1: 1
* HOMO energy: -7.9 eV
* HOMO-LUMO gap: 7.23 eV


3) Computed, not measured: C7H12 as an isolated structure, with wB97M-V/def2-TZVPD.

Each line ends with the Mulliken charge.
Geometry (Å):
H1 2.06624 -0.11291 -0.22819  0.285
C1 0.19478 -2.20652 -1.13571  -0.577
H2 0.40058 2.06943 2.10854  0.319
H3 -1.37404 0.84173 -1.25308  0.263
H4 -0.96917 2.57298 1.08350  0.318
H5 1.32463 -0.55079 1.35881  0.287
H6 1.14161 -2.66245 -0.83819  0.231
H7 -1.87185 -1.84552 -0.40762  0.266
C2 0.03759 -0.76579 -0.62916  0.593
C3 -0.81935 -1.79369 -0.13569  -0.784
C4 1.14134 -0.13008 0.36212  -0.613
C5 0.25396 1.00386 0.24818  0.144
H8 0.24924 1.05641 -1.97143  0.272
C6 -0.30615 0.64027 -1.11483  -0.380
H9 -1.07882 -0.83775 1.44276  0.016
C7 0.06719 2.22442 1.07894  -1.242
H10 -0.11584 -2.50723 -2.14134  0.242
H11 -1.01829 -0.03594 1.51895  0.004
H12 0.67636 3.03957 0.65343  0.354

## Properties
* net charge: 0
* 2S+1: 1
* HOMO energy (spin up / spin down): -7.9 / -7.0 eV
* HOMO-LUMO gap (spin up / spin down): 8.61 / 7.04 eV


4) Computed, not measured: a 2-piece molecular cluster, C7H12 overall, with wB97M-V/def2-TZVPD.

Each line ends with the Mulliken charge.
Geometry (Å):
H1 1.91156 0.76875 0.32472  0.252
C1 -1.61780 -0.53987 -1.87082  -0.538
H2 -0.36279 -2.89738 -0.05288  0.376
H3 -0.31401 1.64808 -0.31545  0.235
C2 0.31331 1.29774 1.66805  0.062
C3 -0.03049 -1.85844 0.05636  -1.058
H4 -1.61731 1.83740 0.98998  0.241
C4 -0.58430 1.61275 0.73844  -0.739
H5 0.50793 -0.33771 -3.10190  0.346
H6 1.05404 -1.85471 0.20203  0.224
H7 -2.33950 -1.22874 -2.32278  0.225
H8 0.00624 1.26538 2.71403  0.327
H9 2.39116 1.85456 1.64259  0.323
H10 2.11430 0.14584 1.97798  0.272
C5 -0.42526 -1.09599 -1.14783  0.445
C6 -0.18087 -0.56737 -2.30258  -0.392
H11 -0.50920 -1.44423 0.94873  0.267
C7 1.75776 0.99627 1.38526  -0.999
H12 -2.07478 0.39768 -1.53393  0.131

## Properties
* structure (SMILES): CC1=CC1.C=CC
* net charge: 0
* 2S+1: 1
* HOMO energy: -9.0 eV
* HOMO-LUMO gap: 10.15 eV


Least stable = 2)